# 1
Below is an isolated molecule of C4H9NO2, with properties calculated with ωB97M-V/def2-TZVPD.

The HOMO energy is -9.608 eV. As for the SMILES: C[C@@H](O)CNC=O. The calculation puts the energy relative to the best compared isomer or geometry (same formula, charge and spin) at 31.2 kcal per mole. The calculation puts the LUMO energy at 0.6 eV. The orbital gap is 0.3759 hartree.

Geometry as XYZ:
```
16
Properties=species:S:1:pos:R:3:forces:R:3:nbo_charge:R:1
C 0.293184 1.396767 -1.584648 -0.021 0.103 -0.034 -0.624
C -0.135555 0.180077 -0.792575 -0.159 0.198 -0.119 0.087
O 1.002929 -0.659553 -0.757814 -0.030 -0.250 -0.112 -0.703
C -0.624483 0.528507 0.628562 0.076 0.143 -0.008 -0.246
N -0.694054 -0.681344 1.436806 -0.019 -0.201 -0.097 -0.635
C 0.443596 -1.413438 1.723435 0.151 0.054 0.278 0.523
O 1.496920 -0.986117 2.125207 -0.444 0.012 -0.155 -0.560
H -0.545114 2.067362 -1.789862 0.083 -0.033 0.040 0.210
H 0.729258 1.058246 -2.527906 -0.127 0.133 0.065 0.227
H 1.067408 1.941028 -1.033616 -0.123 -0.048 -0.066 0.217
H -0.956555 -0.341390 -1.313374 0.091 0.100 0.031 0.150
H 0.728772 -1.555310 -0.531425 0.131 0.099 -0.140 0.463
H 0.030019 1.265690 1.100659 0.055 -0.210 -0.024 0.219
H -1.631996 0.960490 0.583074 0.228 -0.017 -0.013 0.206
H -1.485905 -1.267580 1.213712 0.083 -0.020 -0.095 0.375
H 0.281577 -2.493436 1.519766 0.027 -0.062 0.448 0.091
```
Positions in Å, forces in eV/Å.

---

# 2
Below is a cluster of 2 separate species, C4H9NO2 in total in a non-equilibrium geometry, with properties calculated with ωB97M-V/def2-TZVPD.

The HOMO energy is -8.276 eV. As for the SMILES: C=CN(C)O.C=O. The calculation puts the energy relative to the best compared isomer or geometry (same formula, charge and spin) at 137.3 kcal per mole. The calculation puts the LUMO energy at 0.2 eV. The orbital gap is 0.3108 hartree.

Geometry as XYZ:
```
16
Properties=species:S:1:pos:R:3:forces:R:3:nbo_charge:R:1
C 0.921229 1.937791 0.166391 0.056 -0.095 0.052 -0.502
C 1.285383 0.664131 0.009930 -0.526 0.504 0.710 -0.035
N 0.788905 -0.191541 -0.961650 -3.742 -0.105 -0.274 -0.125
C -0.917937 -0.180487 -1.257424 2.954 0.913 -1.811 -0.487
O 1.234043 -1.471103 -0.820880 0.011 -1.551 1.224 -0.565
H 0.220003 2.425319 -0.492351 -0.127 0.015 -0.065 0.195
H 1.316256 2.518992 0.983399 0.183 0.037 -0.026 0.209
H 1.979534 0.204477 0.706353 0.145 -0.040 -0.179 0.208
H -1.028399 -0.985095 -1.984702 0.333 0.094 0.059 0.219
H -0.899251 0.769970 -1.780270 -0.361 -0.031 -0.345 0.206
H -1.846941 -0.160345 -0.691122 0.644 -0.195 1.492 0.192
H 0.888542 -1.817066 0.072433 0.754 0.628 -1.502 0.473
C -0.997479 -0.910640 1.462435 0.927 -1.045 1.161 0.301
O -0.125101 -1.763820 1.369629 -1.398 0.912 0.244 -0.562
H -2.057017 -1.187547 1.579971 -0.005 -0.132 -0.346 0.125
H -0.761774 0.146963 1.637858 0.151 0.089 -0.394 0.146
```
Positions in Å, forces in eV/Å.

---

# 3
Below is an isolated molecule of C4H9NO2 in a non-equilibrium geometry, with properties calculated with ωB97M-V/def2-TZVPD.

The HOMO energy (alpha / beta) is -7.263 / -6.936 eV. As for the SMILES: C/C=C(/C)NOO. The calculation puts the energy relative to the best compared isomer or geometry (same formula, charge and spin) at 183.8 kcal per mole. The calculation puts the LUMO energy (alpha / beta) at 0.4 / 0.4 eV. The orbital gap (alpha / beta) is 0.2829 / 0.2685 hartree.

Geometry as XYZ:
```
16
Properties=species:S:1:pos:R:3:forces:R:3:nbo_charge:R:1
C -1.250884 -1.687320 1.363207 0.006 -0.121 0.010 -0.690
C -1.359776 -0.298209 0.888876 6.071 3.475 -4.359 -0.277
C -0.082551 0.437914 -0.017186 -6.139 -3.182 4.438 0.224
C -0.155702 1.842659 -0.451476 0.287 0.060 -0.219 -0.686
N 1.082758 -0.266233 -0.082817 -0.605 -0.952 -0.193 -0.266
O 2.148167 0.180046 -0.679131 1.207 0.691 -0.215 -0.144
O 2.081605 0.036858 -2.231409 -1.212 -0.432 0.357 -0.534
H -1.239133 -2.416047 0.545656 -0.014 -0.119 -0.007 0.208
H -2.112712 -1.911912 1.990938 0.039 -0.134 0.045 0.230
H -0.350015 -1.841138 1.960045 0.050 -0.094 0.103 0.208
H -2.262137 0.270096 0.863022 -0.304 0.290 -0.024 0.196
H 0.008250 1.905370 -1.528565 0.033 0.084 -0.052 0.238
H 0.631470 2.426631 0.032716 -0.025 0.059 -0.030 0.229
H -1.121742 2.271661 -0.209017 -0.060 -0.056 0.048 0.235
H 1.018366 -1.278218 0.025132 0.205 0.270 -0.127 0.372
H 2.964035 0.327844 -2.469990 0.461 0.161 0.225 0.457
```
Positions in Å, forces in eV/Å.

---

- What is the energy relative to the best compared isomer or geometry (same formula, charge and spin) in the second record?
  137.3 kcal per mole

---

What did the second record say?
Below is a cluster of 2 separate species, C4H9NO2 in total in a non-equilibrium geometry, with properties calculated with ωB97M-V/def2-TZVPD.

The HOMO energy is -8.276 eV. As for the SMILES: C=CN(C)O.C=O. The calculation puts the energy relative to the best compared isomer or geometry (same formula, charge and spin) at 137.3 kcal per mole. The calculation puts the LUMO energy at 0.2 eV. The orbital gap is 0.3108 hartree.

Geometry as XYZ:
```
16
Properties=species:S:1:pos:R:3:forces:R:3:nbo_charge:R:1
C 0.921229 1.937791 0.166391 0.056 -0.095 0.052 -0.502
C 1.285383 0.664131 0.009930 -0.526 0.504 0.710 -0.035
N 0.788905 -0.191541 -0.961650 -3.742 -0.105 -0.274 -0.125
C -0.917937 -0.180487 -1.257424 2.954 0.913 -1.811 -0.487
O 1.234043 -1.471103 -0.820880 0.011 -1.551 1.224 -0.565
H 0.220003 2.425319 -0.492351 -0.127 0.015 -0.065 0.195
H 1.316256 2.518992 0.983399 0.183 0.037 -0.026 0.209
H 1.979534 0.204477 0.706353 0.145 -0.040 -0.179 0.208
H -1.028399 -0.985095 -1.984702 0.333 0.094 0.059 0.219
H -0.899251 0.769970 -1.780270 -0.361 -0.031 -0.345 0.206
H -1.846941 -0.160345 -0.691122 0.644 -0.195 1.492 0.192
H 0.888542 -1.817066 0.072433 0.754 0.628 -1.502 0.473
C -0.997479 -0.910640 1.462435 0.927 -1.045 1.161 0.301
O -0.125101 -1.763820 1.369629 -1.398 0.912 0.244 -0.562
H -2.057017 -1.187547 1.579971 -0.005 -0.132 -0.346 0.125
H -0.761774 0.146963 1.637858 0.151 0.089 -0.394 0.146
```
Positions in Å, forces in eV/Å.

---

- Look up the energy relative to the best compared isomer or geometry (same formula, charge and spin) of the first one.
  31.2 kcal per mole